[1]
ORCA calculation (ωB97M-V/def2-TZVPD) on a structure of composition C23H35AsAuIN8O2 at a distorted geometry.

Each line ends with the Löwdin charge.
Geometry (Å):
1 C 0.02069 4.69492 -0.11262  -0.3590
2 H -0.41569 5.33029 -2.14652  0.0684
3 C 1.98164 -1.79378 -0.83234  -0.6527
4 H 0.62891 -1.90243 2.59667  0.1037
5 C -2.85951 -5.14084 -0.00098  -0.1652
6 C -4.09535 -5.12657 -0.65077  -0.2158
7 N -3.73834 -3.07767 -0.05145  0.0416
8 H -1.85233 -3.02193 2.07512  0.1451
9 H 4.23399 -0.26018 -0.72150  0.1132
10 H 2.95396 -0.28235 1.91789  0.0934
11 N -0.22366 -0.05304 0.09341  -0.1016
12 H -1.95684 -2.23233 -1.60697  0.1435
13 C -2.02438 2.55306 -1.21892  -0.3547
14 N -4.57610 -3.82862 -0.64436  0.0908
15 C -4.64211 -6.30092 -1.17383  0.0017
16 O 1.90211 -0.65317 -1.43114  -0.1711
17 C -1.40410 -1.61942 -0.91949  -0.0010
18 H 3.81866 0.97403 1.31561  0.0767
19 C -2.14030 -6.31906 0.20152  -0.0102
20 N -1.19629 -1.96092 0.40318  0.0258
21 H -0.69585 0.13419 -2.01333  0.1016
22 H 3.32136 2.76115 -2.24134  0.1847
23 C 3.96880 4.56703 0.29791  -0.7522
24 C 3.26828 -2.02944 -0.01607  -0.0982
25 I 4.78014 6.11466 1.39530  0.9859
26 C -1.21786 2.61579 1.68227  -0.3810
27 H -2.69862 3.35157 -0.90005  0.0971
28 C 0.43429 5.25801 -1.47109  -0.1295
29 H 4.69128 4.85982 -1.79713  0.1452
30 C -1.78892 2.60801 -2.72854  -0.1290
31 H 2.97204 -2.52848 0.90930  0.1184
32 Au 1.40263 1.20312 -0.05266  1.1112
33 H 0.57657 -0.12615 2.59253  0.0568
34 C 4.12350 4.32113 -1.05467  -0.0884
35 H 0.83780 6.26182 -1.34541  0.0908
36 H -1.20992 -6.34567 0.75484  0.1104
37 C -0.79513 -0.44034 -1.11415  -0.1307
38 H 0.70358 2.31889 2.66211  0.0301
39 C -0.46114 -1.01974 0.98778  -0.3304
40 C -1.58042 -3.22589 1.03841  -0.0377
41 H 3.87488 -2.71800 -0.60437  0.1365
42 C 0.00155 -1.03126 2.39882  0.0259
43 H 2.78051 3.36404 1.76072  0.1148
44 C 4.02248 -0.75010 0.22702  -0.2353
45 C -2.70371 -7.47052 -0.29798  -0.0591
46 H -2.19154 -8.41307 -0.15687  0.1140
47 As -0.45867 2.80816 -0.09372  1.2370
48 N 3.22877 0.18872 1.05960  -0.0271
49 C -3.93587 -7.46339 -0.98240  -0.0626
50 H -0.83903 -1.06069 3.09451  0.1038
51 H -4.33128 -8.39647 -1.35927  0.1128
52 H -1.00144 1.92482 -3.04651  0.0615
53 C 3.13596 3.54717 0.75815  -0.2101
54 N -2.66930 -3.83222 0.34698  -0.0714
55 H -2.06311 3.30432 1.73046  0.0932
56 H -2.70195 2.32713 -3.25125  0.0950
57 H -0.85891 5.20818 0.27977  0.0971
58 N 3.41371 3.22125 -1.34719  0.0423
59 H 1.19277 4.64033 -1.95205  0.0542
60 H -1.61519 1.60509 1.75934  0.0662
61 H 4.97203 -0.98046 0.71509  0.1274
62 H -2.45958 1.60034 -0.92280  0.0714
63 N 2.81009 2.73928 -0.25418  -0.1621
64 H -5.56948 -6.27561 -1.72996  0.1224
65 H 0.82961 4.81297 0.60708  0.0525
66 O 1.15256 -2.69694 -0.80431  0.0423
67 H -1.51519 3.60878 -3.05534  0.0626
68 C -0.21686 2.89229 2.80456  -0.1496
69 H -0.72623 -3.90218 1.01003  0.1499
70 H 0.03844 3.95082 2.86174  0.0765
71 H -0.64344 2.60868 3.76580  0.0902

Values from the calculation:
* charge: +2
* lowest unoccupied orbital energy: -8.06 eV
* ΔE to the lowest compared entry with this formula, charge and spin: 30.1 kcal/mol


[2]
ORCA calculation (ωB97M-V/def2-TZVPD) on a structure of composition C26H34NSZr at a distorted geometry.

Each line ends with the Löwdin charge.
Geometry (Å):
1 H 0.72631 5.57805 3.46267  0.1311
2 C -1.42569 -2.45010 -0.48493  -0.3105
3 H 1.83545 1.48547 0.67704  0.1050
4 H 3.78051 2.08791 -2.36202  0.0984
5 H 1.01786 1.79399 -2.74735  0.0822
6 H -3.87947 0.93246 1.04195  0.0755
7 S -0.38358 0.07662 3.04649  0.6671
8 H -2.48579 -2.26167 2.82144  0.0691
9 C 0.55259 4.49162 3.41925  -0.0402
10 H 2.15700 1.47822 3.15817  0.1249
11 C -0.73505 4.01569 3.54238  -0.0073
12 H -1.38035 -3.46464 2.15476  0.0912
13 C -2.82253 -0.82817 0.42966  -0.3087
14 H -0.33420 2.23631 0.48080  0.0486
15 H -0.46208 -3.85546 -1.77525  0.0844
16 H -0.10686 -4.09858 -0.06977  0.0582
17 H 1.40031 -1.53627 1.44056  0.0702
18 C 3.21489 2.05983 -1.40307  -0.0250
19 H -4.00237 0.58201 -1.98578  0.1019
20 H -3.12421 -3.60149 1.85660  0.0993
21 N -0.96080 2.65292 3.41321  0.0839
22 Zr -0.40330 -0.56282 0.53864  1.3791
23 C 3.10557 -1.60062 -2.25716  -0.1233
24 H -4.67268 -0.59649 1.46056  0.1007
25 H 3.09039 -1.64830 -3.50120  0.1656
26 C 1.69842 -1.51781 0.35757  -0.2353
27 C 1.34522 1.07636 -0.17895  -0.3672
28 C -2.20397 -2.09100 0.68593  -0.3339
29 H 3.86848 1.89267 -0.55726  0.0810
30 H -1.67244 -2.27764 -3.38987  0.1005
31 H 2.22637 0.76898 -3.56421  0.0883
32 H 1.77231 -3.67365 0.33689  0.1134
33 C -0.10114 1.48270 -0.28510  -0.1586
34 C 1.58047 -0.27071 -0.28712  -0.3084
35 C 1.61010 3.60096 3.25336  -0.0084
36 C 0.05959 1.76021 3.16420  -0.6669
37 C 2.57273 -2.78531 -1.47735  -0.1112
38 C -1.10797 -1.49361 -2.87007  -0.0345
39 C -3.70282 -0.09224 1.37517  -0.0404
40 C -2.43774 -0.39987 -0.89291  -0.2785
41 H 2.61154 -3.74698 -2.10341  0.1224
42 C 3.72712 -0.45916 -1.69280  0.0246
43 C -0.89130 -3.80302 -0.77203  -0.0287
44 H -3.09279 1.66636 -0.91439  0.0778
45 H -1.88967 2.28084 3.51968  0.1440
46 C -2.99421 0.80164 -1.58954  -0.0413
47 H -3.27379 -0.02880 2.38170  0.0439
48 C 1.37237 2.22989 3.17778  -0.0730
49 H 2.52221 2.91774 -1.31976  0.0965
50 C 1.99752 -2.76809 -0.24529  -0.1530
51 H -0.39530 1.92546 -1.23423  0.0611
52 H 4.68715 -0.06917 -2.12611  0.0991
53 C -2.29415 -2.88906 1.94156  -0.0369
54 C 2.31557 0.71544 -1.39542  -0.3462
55 H 0.80319 0.01630 -2.83862  0.0431
56 H -1.62281 4.61791 3.70806  0.1395
57 H 2.64806 3.97451 3.20541  0.1384
58 C 1.51002 0.82219 -2.75278  -0.0286
59 C -1.57027 -1.39646 -1.45767  -0.2730
60 H -1.69733 -4.54462 -0.70606  0.1017
61 H -0.05317 -1.77443 -2.96012  0.0707
62 H -2.36891 1.12590 -2.43471  0.0773
63 H -1.26055 -0.56088 -3.41919  0.0793

Values from the calculation:
* charge: +1
* lowest unoccupied orbital energy (alpha / beta): -3.92 / -3.92 eV
* ΔE to the lowest compared entry with this formula, charge and spin: 196.2 kcal/mol


[3]
ORCA calculation (ωB97M-V/def2-TZVPD) on a structure of composition C39H48AlAsBF6N11P.

Each line ends with the Löwdin charge.
Geometry (Å):
1 C -6.88498 -0.19334 -1.77840  -0.0185
2 N 1.87205 0.56354 2.72827  0.0680
3 N -1.48477 0.12303 -2.34296  0.0142
4 C -2.07398 -4.56044 0.27135  -0.0283
5 C -2.73306 2.28341 -3.71649  0.0091
6 C -2.04397 1.19012 4.04149  0.0190
7 H 1.37238 -1.38251 -3.69665  0.1031
8 C -2.02131 -3.83010 -2.01934  -0.0559
9 H -1.37663 2.37392 -0.06349  0.0317
10 C 3.45744 1.05358 4.21025  0.0412
11 C -2.89571 -1.56104 -6.75050  -0.0333
12 H -0.41655 -2.68017 -4.00471  0.0980
13 H 0.62784 -0.78106 9.28695  0.0880
14 H 4.12054 0.17084 1.13201  0.0927
15 C -2.25934 -1.63294 -4.42864  -0.2992
16 H 0.03047 -3.22898 -6.35755  0.1261
17 H -3.59450 -1.26506 -7.52139  0.1286
18 H -2.56123 2.59498 -2.68661  0.0878
19 N 0.43557 -1.54576 1.76091  0.0651
20 C -2.62400 2.06959 3.14192  0.0420
21 C 0.49815 -2.89921 3.49425  0.0044
22 N 0.10819 -0.27386 6.54655  0.1285
23 C 1.28397 -2.95421 -0.08831  0.0095
24 P -2.54564 -1.18812 -2.72986  1.0973
25 C 2.31560 0.66691 4.88809  0.0132
26 F 1.05907 1.10301 -0.03918  -0.1257
27 C -1.49058 -1.61492 5.73005  -0.0870
28 H -2.38999 -2.09065 7.67178  0.1163
29 C -2.31727 -2.22516 -0.23052  -0.0840
30 H -3.65348 1.70240 -3.79052  0.0937
31 C -6.57857 -1.18192 -2.70377  -0.0239
32 H 0.52654 -2.54134 -0.75637  0.0502
33 H -2.04230 -5.36174 0.99789  0.1271
34 H 2.10342 0.56434 5.93862  0.1219
35 H 5.07341 1.33339 2.04472  0.1009
36 H -3.13676 2.31958 0.24554  0.0715
37 H 2.07057 -0.16614 -2.61211  0.1002
38 C -4.23527 -0.69680 -2.44071  -0.3076
39 H -4.03674 -0.65989 -5.18588  0.1094
40 C -2.18444 -2.51189 -1.59418  -0.3001
41 C 0.94042 -3.61981 2.39790  0.0372
42 C -5.86921 0.52257 -1.15705  -0.0350
43 As 1.45784 3.47891 -1.07857  0.9180
44 H 1.25456 -4.64897 2.37644  0.1300
45 N -0.98112 0.95537 2.12809  0.0762
46 H 2.24574 1.34038 -4.14417  0.0935
47 H -3.43435 2.75209 3.33097  0.1303
48 N 0.17736 -1.66056 3.11105  0.0745
49 H -7.91765 0.01084 -1.52967  0.1287
50 H -1.98540 0.84449 -1.82636  0.0639
51 C 4.07003 1.10554 1.69427  0.0088
52 H -2.84427 3.19120 -4.30514  0.1169
53 C 1.25423 1.29651 -4.58200  0.0049
54 H -0.88352 2.63620 -5.95470  0.1097
55 C -0.61755 -0.72200 7.55242  -0.3223
56 F 1.61050 4.91240 -1.90021  -0.1096
57 F 2.76126 3.54851 -0.00849  -0.1610
58 H -2.48348 -1.20874 0.11384  0.1035
59 H 0.85957 2.30464 -4.64549  0.0991
60 H -5.03476 -2.24082 -3.73044  0.1193
61 B 0.02141 -0.39951 4.07038  -0.6302
62 H -6.10930 1.27459 -0.41757  0.1223
63 N -1.07651 0.51781 3.42270  0.0653
64 C -1.93734 1.89385 1.95175  -0.2622
65 C 1.14098 -0.58216 -2.99456  -0.0053
66 F 2.35352 2.40102 -2.04075  -0.1802
67 H -2.05737 -2.12884 4.96917  0.1248
68 H -0.22238 0.74430 9.05633  0.0853
69 H -2.36206 1.68708 -6.15796  0.1078
70 N -1.57770 1.55150 -4.24856  -0.0989
71 C -1.75337 -2.27786 -7.08288  -0.0177
72 H 3.75912 1.89910 1.02181  0.0570
73 C 3.15513 0.95629 2.86026  -0.2599
74 C -0.85396 -2.66400 -6.09515  -0.0309
75 H -1.97447 -4.07698 -3.07065  0.1076
76 H 0.54985 -0.96015 -2.16978  0.0549
77 H -2.25407 1.00727 5.08382  0.1494
78 C -2.25587 -3.24776 0.69595  -0.0576
79 Al 0.60175 0.29307 1.35271  0.2783
80 F 0.43632 3.86023 0.21930  -0.1665
81 H 2.25402 -2.50273 -0.30633  0.0987
82 C -1.95558 -4.85002 -1.07930  -0.0311
83 H -1.83481 -5.87325 -1.40818  0.1266
84 C -1.10497 -2.34790 -4.77085  -0.0946
85 H -7.36900 -1.75431 -3.16956  0.1283
86 C -0.31274 -0.33675 8.96185  -0.0151
87 H -0.81435 0.85473 -6.08648  0.0916
88 H -2.36496 -3.02627 1.74979  0.1177
89 C 0.89368 -2.73503 1.33172  -0.2939
90 H -3.77066 0.80812 -0.95738  0.0672
91 H -1.56575 -2.54343 -8.11489  0.1297
92 C -3.14957 -1.22929 -5.42934  -0.0769
93 N -0.41314 -0.83390 5.41632  -0.0278
94 H 1.32849 0.85037 -5.57200  0.1111
95 N 1.36690 0.36215 3.99487  0.0780
96 C -2.16300 2.59096 0.65569  -0.0113
97 C -5.25807 -1.44611 -3.02986  -0.0634
98 H 4.39957 1.34311 4.64178  0.1288
99 H -2.18166 3.66943 0.80757  0.1084
100 H -1.09743 -0.67895 9.63245  0.0843
101 C -1.64865 -1.57753 7.08354  0.0070
102 H 0.39799 -3.19006 4.52775  0.1472
103 N 0.41538 0.48537 -3.68493  -0.0658
104 C -1.37479 1.69957 -5.69818  -0.0044
105 C -0.85575 0.74483 -3.47688  -0.3602
106 H 1.36441 -4.01940 -0.29373  0.1011
107 F 0.05336 2.87948 -1.88961  -0.2109
108 C -4.54830 0.26487 -1.47997  -0.0953

Values from the calculation:
* charge: +3
* lowest unoccupied orbital energy: -7.61 eV
* ΔE to the lowest compared entry with this formula, charge and spin: 3.5 kcal/mol